(1)
A cluster of 2 separate species, C5H12O2 in total in a non-equilibrium geometry. Source: OMol25; level of theory: the ωB97M-V functional and the def2-TZVPD basis.

Structure (XYZ):
```
19
Properties=species:S:1:pos:R:3
O 1.9644 3.3878 0.0091
H 1.8681 4.0846 -0.6790
H 2.4476 2.6589 -0.4420
O -1.7182 0.4249 1.1793
C 0.3074 -0.1794 -1.0432
C 1.0758 -0.7459 0.2563
C -1.1939 -0.6298 -0.8937
C -0.0334 -1.3375 1.1164
C -1.3616 -0.8030 0.5484
H -2.5501 0.8066 0.8292
H 0.3682 0.9252 -1.0824
H 0.7316 -0.5735 -1.9867
H 1.6687 0.0619 0.7269
H 1.7734 -1.5622 -0.0130
H -1.9252 0.1281 -1.2346
H -1.4182 -1.5758 -1.4231
H 0.1334 -1.0280 2.1660
H -0.0759 -2.4435 1.0943
H -2.0622 -1.5995 0.8720
```

E_HOMO: -10.048 eV
HOMO-LUMO gap: 10.891 eV
structure (SMILES): OC1CCCC1.O
E_tot: -348.1660 a.u.
charge: 0
energy relative to the best compared isomer or geometry (same formula, charge and spin): 24.35 kcal per mole

Atom charges from the Löwdin analysis, given in e for atoms 1 to 8: O -0.089; H 0.047; H 0.040; O -0.040; C -0.141; C -0.166; C -0.158; C -0.155

=====

(2)
An isolated molecule of C5H12O2. Source: OMol25; level of theory: the ωB97M-V functional and the def2-TZVPD basis.

Structure (XYZ):
```
19
Properties=species:S:1:pos:R:3
C 2.1831 0.9403 -1.3391
O 0.7108 0.7814 -0.4345
C 0.2179 -0.5003 0.0732
C 1.2418 -1.1394 0.9950
C -1.1384 -0.2798 0.7365
C -2.1914 0.3563 -0.1739
O -1.9584 1.7200 -0.4343
H 2.5226 -0.1173 -1.2912
H 1.1558 1.2981 0.2528
H 1.7020 0.9923 -2.3325
H 0.1026 -1.0926 -0.8418
H 1.3731 -0.5403 1.9042
H 2.2115 -1.2458 0.5022
H 0.8977 -2.1336 1.2972
H -1.0122 0.3498 1.6278
H -1.5004 -1.2571 1.0844
H -2.2675 -0.2290 -1.1067
H -3.1685 0.3068 0.3168
H -1.0820 1.7902 -0.8362
```

E_HOMO: -8.004 eV
HOMO-LUMO gap: 8.784 eV
E_tot: -348.0309 a.u.
charge: 0
energy relative to the best compared isomer or geometry (same formula, charge and spin): 109.15 kcal per mole

Atom charges from the Löwdin analysis, given in e for atoms 1 to 8: C 0.023; O -0.195; C -0.365; C -0.039; C -0.137; C -0.264; O -0.060; H -0.039

=====

(3)
A cluster of 2 separate species, C5H12O2 in total. Source: OMol25; level of theory: the ωB97M-V functional and the def2-TZVPD basis.

Structure (XYZ):
```
19
Properties=species:S:1:pos:R:3
C 1.9534 0.1001 0.5681
C 0.8128 0.0138 -0.4358
C -0.1037 -1.1823 -0.2049
O -0.3937 -1.2408 1.1818
C -1.3186 -0.7525 -1.0165
C -1.4242 0.7038 -0.5769
O -0.0708 1.1449 -0.4636
H 2.6647 0.8923 0.3176
H 1.6010 0.2357 1.5919
H 2.4926 -0.8553 0.5236
H 1.2540 -0.0782 -1.4397
H 0.4025 2.6371 1.8153
H 0.3619 -2.1148 -0.5516
H -1.1986 -1.7588 1.3022
H -2.2164 -1.3530 -0.8376
H -1.0732 -0.8036 -2.0836
H -1.9285 0.7812 0.3969
H -1.9571 1.3373 -1.2937
H 0.1417 2.2930 1.2067
```

E_HOMO: -9.598 eV
HOMO-LUMO gap: 10.397 eV
structure (SMILES): C[C@@H]1OCC[C@@H]1O.[H][H]
E_tot: -348.1347 a.u.
charge: 0
energy relative to the best compared isomer or geometry (same formula, charge and spin): 44.02 kcal per mole

Atom charges from the Löwdin analysis, given in e for atoms 1 to 8: C -0.043; C -0.346; C -0.348; O -0.018; C -0.110; C -0.192; O -0.168; H 0.082

=====

(4)
An isolated molecule of C5H12O2. Source: OMol25; level of theory: the ωB97M-V functional and the def2-TZVPD basis.

Structure (XYZ):
```
19
Properties=species:S:1:pos:R:3
C 1.4879 -1.3935 0.6649
O 0.1864 -0.8481 0.8109
C -0.3719 -0.3652 -0.4127
C -1.3225 -1.3817 -1.0138
C -1.0873 0.9279 -0.0231
C 1.0879 2.1876 0.0481
O -0.2637 1.6417 0.9111
H 1.4715 -2.2837 0.0217
H 1.8164 -1.6897 1.6639
H 2.1738 -0.6436 0.2506
H 0.4431 -0.1050 -1.0954
H -2.1180 -1.6235 -0.3014
H -0.7890 -2.3033 -1.2633
H -1.7773 -0.9961 -1.9335
H -2.0509 0.7333 0.4645
H -1.2191 1.5936 -0.8751
H 1.6490 2.5380 0.9369
H 0.5725 3.1045 -0.3006
H 0.1114 0.9068 1.4463
```

E_HOMO: -7.390 eV
HOMO-LUMO gap: 8.288 eV
E_tot: -348.0229 a.u.
charge: 0
energy relative to the best compared isomer or geometry (same formula, charge and spin): 114.14 kcal per mole

Atom charges from the Löwdin analysis, given in e for atoms 1 to 8: C -0.081; O -0.192; C -0.409; C -0.030; C -0.142; C -0.009; O -0.164; H 0.090

=====

(5)
An isolated molecule of C5H12O2. Source: OMol25; level of theory: the ωB97M-V functional and the def2-TZVPD basis.

Structure (XYZ):
```
19
Properties=species:S:1:pos:R:3
C 2.4347 -0.2048 0.7021
C 1.2837 0.2049 -0.2117
C 0.0523 -0.6812 -0.0520
O -0.3622 -0.5595 1.3139
C -1.0867 -0.3074 -1.0255
C -2.1019 0.6654 -0.4221
O -1.5050 1.8098 0.1467
H 3.2984 0.4540 0.5664
H 2.1306 -0.1633 1.7518
H 2.7592 -1.2306 0.4869
H 1.5999 0.1534 -1.2612
H 0.9884 1.2451 -0.0287
H 0.3595 -1.7231 -0.2360
H -1.0321 -1.2337 1.4896
H -1.6274 -1.2077 -1.3482
H -0.6484 0.1377 -1.9267
H -2.7161 0.1396 0.3259
H -2.7848 1.0149 -1.2031
H -1.0421 1.4863 0.9320
```

E_HOMO: -10.004 eV
HOMO-LUMO gap: 10.746 eV
structure (SMILES): CC[C@@H](O)CCO
E_tot: -348.1768 a.u.
charge: 0
energy relative to the best compared isomer or geometry (same formula, charge and spin): 17.56 kcal per mole

Atom charges from the Löwdin analysis, given in e for atoms 1 to 8: C -0.101; C -0.217; C -0.390; O -0.053; C -0.130; C -0.273; O -0.067; H 0.071

=====

(6)
A cluster of 3 separate species, C5H12O2 in total in a non-equilibrium geometry. Source: OMol25; level of theory: the ωB97M-V functional and the def2-TZVPD basis.

Structure (XYZ):
```
19
Properties=species:S:1:pos:R:3
C 0.8370 -0.8408 0.0260
C 1.3008 -2.0305 -0.3565
C -0.5613 -0.6774 0.5876
C -1.2651 0.6460 0.3330
C -2.2914 1.0595 1.0467
H 1.4505 0.0196 -0.1702
H 2.3259 -2.0948 -0.7098
H 0.7303 -2.9504 -0.3045
H -1.2574 -1.4162 0.2009
H -0.3626 -0.7292 1.6672
H -0.8323 1.2404 -0.4742
H -2.7758 1.9615 0.6775
H -2.6458 0.7221 2.0140
H -0.2783 -0.8261 -2.5260
H -0.2836 0.5622 -2.3222
O 0.3316 -0.0819 -2.7065
H 1.2444 1.4267 0.6697
H 2.5585 2.1983 0.9797
O 1.7745 1.8109 1.3676
```

E_HOMO: -9.421 eV
HOMO-LUMO gap: 10.200 eV
structure (SMILES): C=CCC=C.O.O
E_tot: -348.1010 a.u.
charge: 0
energy relative to the best compared isomer or geometry (same formula, charge and spin): 65.13 kcal per mole

Atom charges from the Löwdin analysis, given in e for atoms 1 to 8: C -0.216; C -0.004; C -0.201; C -0.205; C 0.002; H 0.072; H 0.059; H 0.061